[1]
21
Properties=species:S:1:pos:R:3:forces:R:3:lowdin_charge:R:1 method="wB97M-V/def2-TZVPD" e_above_lowest_kj_mol=0.00 total_charge=0 homo_lumo_gap_ev=8.08 e_tot_ev=-45585.19931
Cl -1.992804 3.398378 0.261437 0.05 -0.12 0.01 0.574
S -4.362075 -2.579265 -0.236883 0.04 0.38 -0.07 0.706
S 0.862969 -2.352181 1.202739 0.01 0.09 -0.13 0.783
O 2.832771 -0.863379 -0.307670 -0.25 0.07 0.11 -0.101
N 0.771463 -0.777829 0.591661 0.11 -0.06 0.04 -0.362
N 1.815731 1.181975 -0.265255 -0.06 -0.14 0.08 0.151
C -4.346968 -1.003858 -0.615232 -0.04 -0.25 0.03 -0.683
C 1.807934 -0.062679 -0.000423 -0.03 -0.14 -0.01 -0.600
C -1.729040 1.742787 0.892630 -0.11 -0.04 0.15 -0.588
C -2.667596 0.776027 0.347678 -0.25 -0.30 -0.16 -0.073
C -3.434165 -0.050256 -0.088254 0.35 0.32 0.19 -0.102
C 3.949062 -0.216738 -0.910689 0.27 0.08 -0.15 -0.069
H 0.474359 -3.034083 0.104327 0.00 0.10 0.08 -0.136
H 3.657767 0.245051 -1.858158 0.05 -0.07 0.14 0.090
H 4.687512 -1.004622 -1.073166 -0.14 0.16 0.03 0.092
H 0.965686 1.638753 0.051125 0.24 0.05 -0.11 0.022
H 4.345959 0.558009 -0.249663 -0.04 -0.11 -0.09 0.090
H -0.701400 1.457416 0.650294 -0.38 0.23 0.02 0.019
H -0.043288 -0.244881 0.845025 0.10 -0.22 -0.05 0.040
H -1.820512 1.790829 1.981042 0.00 0.00 -0.16 0.092
H -5.073359 -0.599461 -1.322574 0.07 -0.03 0.07 0.056

***

[2]
19
Properties=species:S:1:pos:R:3:forces:R:3:lowdin_charge:R:1 method="wB97M-V/def2-TZVPD" e_above_lowest_kj_mol=0.00 total_charge=0 homo_lumo_gap_ev=8.20 e_tot_ev=-33818.49499
Cl -1.175779 -0.300457 -1.352649 -2.45 -1.49 -1.09 0.710
S 0.532148 1.750077 -0.958487 1.62 0.81 0.56 0.685
O -3.934645 1.373100 0.791470 0.30 -0.09 -0.17 0.060
O 0.513517 -0.174408 0.804952 0.14 0.27 0.37 -0.041
C -2.953036 1.155925 0.124112 -0.23 0.23 0.04 -0.289
C -2.634883 -0.202300 -0.416627 -0.25 -0.43 -0.05 -0.649
C 1.133701 0.428083 -0.210642 0.81 0.72 0.24 -0.956
C 3.432042 -0.108469 0.631784 0.00 0.07 0.06 -0.090
C 2.435683 -0.254913 -0.524087 -0.08 0.02 -0.17 -0.250
C -3.421363 -1.247426 -0.189169 0.03 0.19 0.12 0.043
H 3.652153 0.947773 0.821892 -0.05 -0.17 -0.04 0.082
H 2.222939 -1.317782 -0.696199 0.02 0.11 0.02 0.122
H -4.313806 -1.091983 0.408889 0.10 -0.04 -0.05 0.082
H 3.032765 -0.550244 1.547867 0.06 0.06 -0.10 0.075
H -3.196510 -2.231255 -0.572806 -0.01 0.00 -0.03 0.071
H 2.840369 0.169315 -1.445773 -0.08 -0.05 0.16 0.104
H 4.367580 -0.612136 0.385168 -0.05 0.02 0.01 0.074
H -2.225995 1.950125 -0.130441 -0.11 -0.10 0.03 0.083
H -0.306883 0.316970 0.980739 0.23 -0.12 0.08 0.082

***

[3]
23
Properties=species:S:1:pos:R:3:forces:R:3:lowdin_charge:R:1 method="wB97M-V/def2-TZVPD" s2=2.00 e_above_lowest_kj_mol=105.32 total_charge=-2 multiplicity=3 homo_lumo_gap_ev="7.00 / 6.87" e_tot_ev=-34656.43753
Pd -0.332025 0.321905 0.683118 -1.16 0.31 0.28 0.974
Cl -1.576515 1.095805 2.754178 0.10 -0.19 0.05 -0.431
O 0.697125 2.637385 0.591308 0.18 1.60 -0.39 -0.126
O -2.041645 0.829005 -0.850052 -1.81 1.16 1.94 -0.075
O -0.139425 0.288375 -1.683032 1.78 -0.77 -0.91 -0.082
O 0.467155 -1.566095 1.649828 2.98 0.09 1.67 -0.108
O -1.364485 -1.724895 0.678168 -3.08 -0.70 -1.51 -0.078
O 1.947475 0.950075 0.838608 2.81 -1.22 0.14 -0.110
C -2.133785 0.061155 -3.044062 0.38 0.06 -0.26 -0.033
C -0.493365 -2.278845 1.346618 1.32 1.66 -0.04 -0.808
C -0.444385 -3.691495 1.767438 -0.89 -1.50 0.01 -0.031
C 1.866225 2.163555 0.610698 -3.62 -0.16 0.22 -0.792
C -1.364185 0.434665 -1.783832 -0.15 -0.48 -0.74 -0.821
C 3.018665 3.044065 0.296428 1.77 -0.13 -0.44 -0.048
H -1.901105 -0.966425 -3.323442 -0.06 -0.07 0.02 0.062
H -3.198245 0.188355 -2.846932 0.09 -0.04 -0.16 0.061
H 2.881485 3.654885 -0.595862 -0.43 0.03 0.09 0.064
H 0.342125 -4.239795 1.248918 0.13 0.21 -0.12 0.070
H -1.802775 0.700355 -3.862572 -0.09 0.07 -0.15 0.056
H -0.256035 -3.804705 2.835058 -0.03 0.24 -0.01 0.072
H 3.852195 2.376785 0.077208 0.27 0.01 -0.02 0.058
H 3.366025 3.695645 1.098228 -0.40 0.01 0.24 0.061
H -1.390495 -4.169755 1.513988 -0.09 -0.19 0.11 0.064

***

[4]
18
Properties=species:S:1:pos:R:3:forces:R:3:lowdin_charge:R:1 method="wB97M-V/def2-TZVPD" e_above_lowest_kj_mol=520.17 total_charge=0 homo_lumo_gap_ev="6.91 / 8.83" e_tot_ev=-31766.34617
Cl -0.640006 -0.919286 -3.206789 -0.46 0.13 -0.19 0.652
S 0.442544 1.706804 -2.029317 -0.45 -0.44 0.26 0.935
O 1.006395 2.031942 -3.339315 0.09 -0.25 -0.31 -0.521
C 0.005316 0.639419 1.073066 -1.14 3.35 -1.06 -0.255
C -0.476698 0.135219 -1.879921 3.06 -0.37 0.63 -0.783
C 0.927890 0.057571 -1.220120 -0.31 0.03 -0.15 -0.440
C -1.545104 -1.387325 0.896831 4.05 -0.16 -1.92 0.025
C 1.232056 0.290638 0.234437 0.02 -3.93 1.91 -0.272
C -0.888912 -0.377763 1.822760 -0.09 -0.80 -0.75 -0.251
H -2.453297 -1.750498 1.144560 -2.91 -0.98 0.80 -0.011
H -0.652968 1.262002 0.329112 0.77 -1.08 1.48 0.107
H 2.002296 1.008059 0.373818 0.46 1.05 -0.20 0.084
H -0.156838 -0.889631 2.504317 -0.95 0.16 -0.01 0.113
H -1.017786 -2.036116 0.090837 -0.60 1.51 1.54 0.084
H 1.765373 -0.574172 -1.580042 -1.01 0.45 -0.97 0.128
H 0.456017 1.445801 1.683972 -0.96 -0.55 0.71 0.108
H 1.815092 -0.662551 0.738720 -1.58 1.71 -1.41 0.168
H -1.821369 0.019886 2.363073 2.03 0.16 -0.34 0.129

***

[5]
17
Properties=species:S:1:pos:R:3:forces:R:3:lowdin_charge:R:1 method="wB97M-V/def2-TZVPD" e_above_lowest_kj_mol=103.04 total_charge=0 homo_lumo_gap_ev=8.40 e_tot_ev=-29724.06956
Cl -2.245837 -0.946414 -0.012799 -0.23 -0.14 0.28 0.685
S 0.320642 -1.701623 -2.695748 -0.08 0.13 1.13 0.709
C 1.294484 0.257228 0.348625 1.21 1.14 -0.21 -0.146
C -0.761653 1.773979 0.183693 0.52 0.73 0.31 -0.093
C 0.057599 0.640256 -0.490654 -0.90 0.75 0.29 -0.351
C 0.423954 -0.758011 1.070054 -0.56 -1.10 1.54 -0.168
C -0.478519 -0.786988 -0.179970 0.24 0.41 0.09 -0.870
C -0.103117 -1.880221 -1.126121 -0.01 -1.12 -1.87 -0.665
H -1.125543 1.532226 1.184339 0.18 -0.10 -0.03 0.067
H -1.613652 2.183679 -0.340349 -0.48 -0.74 -0.62 0.065
H -0.245534 -2.954933 -0.829556 0.10 1.25 0.42 0.071
H -0.121039 -0.269675 1.941155 0.67 -0.57 -1.16 0.128
H 2.174132 -0.095726 -0.309590 -1.42 0.31 1.34 0.142
H -0.178462 2.714277 0.261892 0.37 -0.72 0.16 0.086
H 0.183841 0.932706 -1.519862 0.23 -0.37 -0.46 0.105
H 0.849126 -1.710174 1.462105 -0.29 0.53 -0.50 0.121
H 1.569577 1.069416 1.052785 0.47 -0.40 -0.71 0.113

***

[6]
16
Properties=species:S:1:pos:R:3:forces:R:3:lowdin_charge:R:1 method="wB97M-V/def2-TZVPD" e_above_lowest_kj_mol=654.94 total_charge=0 homo_lumo_gap_ev=7.55 e_tot_ev=-9077.90624
F -1.889939 -1.534470 0.074631 -0.15 0.71 -0.26 -0.018
C -3.462201 0.780334 -0.252237 0.53 -0.13 0.07 0.035
C -1.511245 -0.360442 0.594144 1.06 -1.12 1.09 -0.078
C 2.216921 0.905182 0.199230 0.23 -0.27 -0.06 -0.153
C -2.141088 0.770491 0.005515 -1.02 0.51 -0.75 -0.236
C 1.909417 -1.538187 -0.219405 0.35 0.16 0.07 -0.155
C 1.331683 -0.200194 -0.164095 -0.86 0.21 -0.43 -0.079
H -1.584748 1.696570 0.067147 0.06 0.00 0.00 0.086
H 1.418082 -2.090785 0.587985 -0.09 -0.10 0.05 0.094
H 1.575100 -2.032481 -1.133714 -0.08 -0.08 0.01 0.082
H 2.999925 -1.614446 -0.115570 0.04 -0.05 0.04 0.067
H 2.026276 1.765501 -0.445315 -0.06 0.06 0.07 0.077
H 3.289566 0.680484 0.239243 0.10 0.03 0.07 0.066
H -4.035972 -0.133247 -0.237846 -0.04 -0.14 -0.01 0.059
H 1.869397 1.208418 1.193686 -0.04 0.08 0.09 0.097
H -4.011167 1.697276 -0.393392 -0.01 0.15 -0.06 0.056